1.
The following is a quantum chemistry calculation of a gas-phase ion, C4H5ClN3 (charge +1), from the OMol25 dataset.

Output
* charge: +1
* structure (SMILES): C=Nc1c[nH]c(Cl)[nH+]1
* LUMO energy: -3.78 eV
* gap between HOMO and LUMO: 10.24 eV
* ΔE to the lowest compared entry with this formula, charge and spin: 0.0 kcal per mole

CARTESIAN COORDINATES (ANGSTROEM)
C1 -2.57 -0.90 0.09
N1 -1.38 -1.20 -0.19
C2 -0.29 -0.11 -0.05
C3 0.04 1.20 -0.22
N2 1.43 1.33 -0.09
C4 1.99 0.07 0.09
Cl1 3.65 -0.26 0.08
N3 0.96 -0.79 0.01
H1 -3.26 -1.64 -0.02
H2 -3.03 0.03 0.64
H3 -0.68 1.96 -0.39
H4 2.05 2.10 0.09
H5 1.09 -1.78 -0.06

***

2.
The following is a quantum chemistry calculation of a single C4H5ClN4O3 molecule, from the OMol25 dataset.

Output
* structure (SMILES): NC1=N[C@H](O)[C@@](Cl)([N+](=O)[O-])C=N1
* LUMO energy: -0.42 eV
* gap between HOMO and LUMO: 9.33 eV
* ΔE to the lowest compared entry with this formula, charge and spin: 20.8 kcal per mole

CARTESIAN COORDINATES (ANGSTROEM)
N1 -0.37 2.70 0.00
C1 0.06 1.39 -0.03
N2 0.32 0.75 1.07
C2 0.60 -0.66 1.01
O1 1.91 -0.92 1.07
C3 -0.13 -1.38 -0.32
Cl1 0.24 -3.06 -0.45
N3 -1.56 -1.21 -0.10
O2 -2.18 -0.16 -0.29
O3 -2.13 -2.16 0.38
C4 0.32 -0.40 -1.43
N4 0.20 0.84 -1.28
H1 -0.21 3.29 -0.79
H2 -0.23 3.09 0.93
H3 0.00 -1.20 1.81
H4 2.53 -0.18 0.75
H5 0.65 -0.72 -2.34

***

3.
The following is a quantum chemistry calculation of 2 unconnected molecules or ions with the total composition C4H5ClO2S, from the OMol25 dataset.

Output
* LUMO energy: -1.47 eV
* gap between HOMO and LUMO: 6.66 eV
* ΔE to the lowest compared entry with this formula, charge and spin: 108.1 kcal per mole

CARTESIAN COORDINATES (ANGSTROEM)
C1 -0.46 2.13 -0.14
C2 -0.30 -0.46 -0.18
C3 -1.65 -0.15 0.30
C4 -1.03 0.91 -0.60
O1 2.80 0.08 0.20
O2 2.41 -2.23 -0.21
S1 3.37 -1.21 0.04
Cl1 0.00 2.24 1.52
H1 0.63 -0.48 0.42
H2 -0.21 -1.25 -1.01
H3 -2.58 -0.74 -0.06
H4 -1.65 0.14 1.29
H5 -1.35 1.03 -1.57

***

4.
The following is a quantum chemistry calculation of 2 unconnected molecules or ions with the total composition C4H5ClOS, from the OMol25 dataset.

Output
* structure (SMILES): ClSC1=CC1.C=O
* LUMO energy: 0.18 eV
* gap between HOMO and LUMO: 8.58 eV
* ΔE to the lowest compared entry with this formula, charge and spin: 75.1 kcal per mole

CARTESIAN COORDINATES (ANGSTROEM)
Cl1 -0.36 2.81 -0.20
S1 -0.63 0.78 -0.34
C1 0.98 0.27 -0.38
C2 1.93 -0.62 -0.50
C3 2.40 0.78 -0.24
H1 2.23 -1.63 -0.65
H2 2.76 1.07 0.74
H3 2.82 1.38 -1.04
C4 -3.03 -1.21 0.66
O1 -2.51 -1.19 -0.42
H4 -2.55 -0.81 1.56
H5 -4.04 -1.63 0.82

***

5.
The following is a quantum chemistry calculation of a single C4H5ClOS molecule, from the OMol25 dataset.

Output
* LUMO energy (spin up / spin down): -0.43 / -0.42 eV
* gap between HOMO and LUMO (spin up / spin down): 7.33 / 7.33 eV
* ΔE to the lowest compared entry with this formula, charge and spin: 78.0 kcal per mole

CARTESIAN COORDINATES (ANGSTROEM)
C1 -0.70 0.43 -0.84
C2 -0.41 -0.37 0.38
C3 1.34 -0.91 -1.76
C4 -0.47 0.35 1.74
O1 0.05 -1.49 0.17
S1 1.00 0.66 -1.80
Cl1 2.89 -1.57 -2.07
H1 -0.92 1.40 -0.60
H2 -1.36 -0.01 -1.58
H3 -1.33 -0.11 2.33
H4 0.47 0.14 2.39
H5 -0.56 1.49 1.62

***

6.
The following is a quantum chemistry calculation of a single C4H5ClS2 molecule, from the OMol25 dataset.

Output
* structure (SMILES): CC(=S)S/C=C/Cl
* LUMO energy: -0.01 eV
* gap between HOMO and LUMO: 8.62 eV
* ΔE to the lowest compared entry with this formula, charge and spin: 19.8 kcal per mole

CARTESIAN COORDINATES (ANGSTROEM)
C1 3.20 -0.45 -0.19
C2 1.79 0.01 -0.06
S1 1.42 1.56 0.00
S2 0.69 -1.24 0.09
C3 -0.79 -0.38 0.50
C4 -1.89 -0.61 -0.21
Cl1 -3.26 0.35 -0.08
H1 3.33 -1.11 -1.08
H2 3.31 -0.88 0.81
H3 3.78 0.51 -0.30
H4 -0.78 0.37 1.26
H5 -1.95 -1.35 -1.01

***

7.
The following is a quantum chemistry calculation of a single C4H5F2N molecule, from the OMol25 dataset.

Output
* structure (SMILES): C=N[C@H]1CC1(F)F
* LUMO energy: 0.74 eV
* gap between HOMO and LUMO: 9.98 eV
* ΔE to the lowest compared entry with this formula, charge and spin: 48.6 kcal per mole

CARTESIAN COORDINATES (ANGSTROEM)
C1 1.96 1.00 -0.22
N1 0.68 0.98 -0.35
C2 -0.15 -0.14 -0.59
C3 -0.45 -0.99 0.63
C4 -1.51 -0.16 0.09
F1 -2.03 0.85 0.79
F2 -2.58 -0.66 -0.68
H1 2.67 0.18 -0.08
H2 2.35 2.10 0.01
H3 -0.25 -0.57 -1.59
H4 -0.62 -2.00 0.47
H5 -0.08 -0.58 1.53

***

8.
The following is a quantum chemistry calculation of a single C4H5F2NO molecule, from the OMol25 dataset.

Output
* structure (SMILES): N/C(CF)=C(\F)C=O
* LUMO energy: -0.02 eV
* gap between HOMO and LUMO: 9.27 eV
* ΔE to the lowest compared entry with this formula, charge and spin: 64.0 kcal per mole

CARTESIAN COORDINATES (ANGSTROEM)
N1 0.95 1.66 0.26
C1 0.30 0.30 0.29
C2 1.17 -0.97 0.22
F1 2.49 -0.65 -0.41
C3 -1.03 0.39 -0.02
F2 -1.74 1.51 -0.29
C4 -1.86 -0.76 0.09
O1 -1.62 -1.89 -0.17
H1 0.35 2.41 -0.55
H2 2.01 1.67 -0.22
H3 1.22 -1.55 1.18
H4 0.73 -1.51 -0.59
H5 -2.97 -0.62 0.22

***

9.
The following is a quantum chemistry calculation of 2 unconnected molecules or ions with the total composition C4H5F3O, from the OMol25 dataset.

Output
* LUMO energy: 0.83 eV
* gap between HOMO and LUMO: 9.70 eV
* ΔE to the lowest compared entry with this formula, charge and spin: 69.4 kcal per mole

CARTESIAN COORDINATES (ANGSTROEM)
C1 -0.76 -1.28 0.53
C2 -0.39 -0.15 -0.24
C3 -1.09 1.13 -0.53
C4 1.79 0.22 0.24
O1 -0.36 -1.28 -0.85
F1 2.39 -0.02 -0.96
F2 2.10 1.43 0.67
F3 2.15 -0.76 1.11
H1 -0.06 -1.83 1.11
H2 -1.75 -1.46 0.74
H3 -1.16 1.93 0.16
H4 -2.19 0.73 -0.52
H5 -0.67 1.34 -1.47

***

10.
The following is a quantum chemistry calculation of 2 unconnected molecules or ions with the total composition C4H5F3O, from the OMol25 dataset.

Output
* structure (SMILES): FC1C=C1.OC(F)F
* LUMO energy: 0.85 eV
* gap between HOMO and LUMO: 11.20 eV
* ΔE to the lowest compared entry with this formula, charge and spin: 51.8 kcal per mole

CARTESIAN COORDINATES (ANGSTROEM)
F1 -0.26 -3.74 -0.43
C1 -0.33 -2.42 -0.66
C2 0.50 -1.85 -1.73
C3 0.83 -1.52 -0.48
H1 -1.49 -2.26 -0.53
H2 0.70 -1.98 -2.77
H3 1.49 -1.13 0.25
O1 -0.71 2.96 1.92
C4 0.12 2.34 1.00
F2 -0.40 1.06 0.68
F3 -0.04 2.93 -0.20
H4 -1.55 3.09 1.58
H5 1.13 2.51 1.36

***

11.
The following is a quantum chemistry calculation of a single C4H5FN2 molecule, from the OMol25 dataset.

Output
* structure (SMILES): Cc1nc[nH]c1F
* LUMO energy: 0.82 eV
* gap between HOMO and LUMO: 8.43 eV
* ΔE to the lowest compared entry with this formula, charge and spin: 53.2 kcal per mole

CARTESIAN COORDINATES (ANGSTROEM)
C1 1.05 1.21 0.12
C2 0.09 0.04 0.04
N1 0.21 -1.20 0.49
C3 -1.00 -1.82 0.39
N2 -1.99 -0.95 -0.03
C4 -1.54 0.27 -0.31
F1 -2.29 1.36 -0.42
H1 0.95 1.69 -0.82
H2 0.75 1.77 1.06
H3 2.04 0.62 0.16
H4 -1.13 -2.87 0.45
H5 -2.99 -1.08 -0.21

***

12.
The following is a quantum chemistry calculation of a single C4H5FN2S molecule, from the OMol25 dataset.

Output
* structure (SMILES): Cc1nc(S)[nH]c1F
* LUMO energy: 0.70 eV
* gap between HOMO and LUMO: 9.08 eV
* ΔE to the lowest compared entry with this formula, charge and spin: 19.2 kcal per mole

CARTESIAN COORDINATES (ANGSTROEM)
C1 -1.77 -1.16 -0.09
C2 -0.59 -0.29 -0.09
N1 0.73 -0.75 -0.05
C3 1.50 0.35 -0.06
S1 3.33 0.26 -0.12
N2 0.74 1.46 0.01
C4 -0.50 1.02 -0.13
F1 -1.42 1.98 -0.05
H1 -1.77 -1.82 -1.00
H2 -2.83 -0.78 0.12
H3 -1.70 -1.86 0.78
H4 3.31 -0.85 0.66
H5 0.97 2.42 0.02

***

13.
The following is a quantum chemistry calculation of a single C4H5FN2S molecule, from the OMol25 dataset.

Output
* structure (SMILES): CS/C(N)=C(\F)C#N
* LUMO energy: 0.34 eV
* gap between HOMO and LUMO: 8.91 eV
* ΔE to the lowest compared entry with this formula, charge and spin: 28.9 kcal per mole

CARTESIAN COORDINATES (ANGSTROEM)
C1 -2.26 -0.93 0.59
S1 -1.75 0.53 -0.36
C2 -0.03 0.66 -0.11
N1 0.48 1.91 0.18
C3 0.80 -0.45 -0.13
F1 0.33 -1.73 -0.25
C4 2.21 -0.36 -0.02
N2 3.33 -0.10 0.17
H1 -3.32 -0.78 0.71
H2 -2.06 -1.84 0.09
H3 -1.82 -0.94 1.59
H4 1.43 1.91 0.48
H5 -0.16 2.57 0.59

***

14.
The following is a quantum chemistry calculation of 2 unconnected molecules or ions with the total composition C4H5FNO2, from the OMol25 dataset.

Output
* charge: -1
* LUMO energy: 3.98 eV
* gap between HOMO and LUMO: 8.31 eV
* ΔE to the lowest compared entry with this formula, charge and spin: 26.6 kcal per mole

CARTESIAN COORDINATES (ANGSTROEM)
C1 2.23 1.05 -0.16
C2 0.97 -1.22 0.05
C3 1.15 -0.08 -0.61
C4 -1.29 1.58 0.20
N1 -2.03 1.19 1.09
O1 3.40 0.84 0.13
O2 1.60 2.10 0.01
F1 -1.58 1.33 -1.13
H1 -0.03 -1.75 0.10
H2 1.76 -1.75 0.59
H3 0.39 0.54 -1.11
H4 -0.37 2.21 0.17
H5 -2.78 0.53 1.05

***

15.
The following is a quantum chemistry calculation of a single C4H5FO molecule, from the OMol25 dataset.

Output
* structure (SMILES): O=CC1(F)CC1
* LUMO energy: 0.88 eV
* gap between HOMO and LUMO: 10.97 eV
* ΔE to the lowest compared entry with this formula, charge and spin: 28.6 kcal per mole

CARTESIAN COORDINATES (ANGSTROEM)
O1 2.64 -0.92 0.10
C1 1.48 -0.87 0.00
C2 0.52 0.37 -0.03
F1 0.98 1.65 -0.16
C3 -0.86 0.24 0.73
C4 -0.88 0.23 -0.71
H1 0.69 -1.59 -0.09
H2 -1.19 1.03 1.35
H3 -1.03 -0.72 1.22
H4 -1.23 -0.67 -1.28
H5 -1.11 1.25 -1.13

***

16.
The following is a quantum chemistry calculation of 2 unconnected molecules or ions with the total composition C4H5FO2, from the OMol25 dataset.

Output
* structure (SMILES): O=C=C(O)F.C=C
* LUMO energy: -0.16 eV
* gap between HOMO and LUMO: 8.96 eV
* ΔE to the lowest compared entry with this formula, charge and spin: 91.7 kcal per mole

CARTESIAN COORDINATES (ANGSTROEM)
O1 -3.18 0.92 -0.94
C1 -2.01 1.19 -0.83
C2 -0.83 1.62 -0.45
O2 -0.22 1.42 0.73
F1 0.05 2.10 -1.48
H1 0.27 0.51 0.67
C3 1.55 -0.97 0.67
C4 0.55 -1.65 0.07
H2 1.29 -0.09 1.27
H3 2.56 -1.25 0.59
H4 -0.53 -1.38 0.33
H5 0.49 -2.44 -0.62

***

17.
The following is a quantum chemistry calculation of a single C4H5FS molecule, from the OMol25 dataset.

Output
* structure (SMILES): FC1=CSCC1
* LUMO energy: 0.94 eV
* gap between HOMO and LUMO: 8.66 eV
* ΔE to the lowest compared entry with this formula, charge and spin: 4.0 kcal per mole

CARTESIAN COORDINATES (ANGSTROEM)
F1 2.30 -0.31 0.08
C1 1.02 -0.08 -0.05
C2 0.15 -1.12 -0.01
S1 -1.48 -0.59 -0.04
C3 -1.06 1.16 0.16
C4 0.50 1.28 -0.14
H1 0.46 -2.16 0.08
H2 -1.26 1.47 1.18
H3 -1.66 1.74 -0.53
H4 1.02 2.02 0.51
H5 0.73 1.69 -1.12

***

18.
The following is a quantum chemistry calculation of a single C4H5FS2 molecule, from the OMol25 dataset.

Output
* structure (SMILES): F[C@H]1C[C@H]1C(=S)S
* LUMO energy: -0.29 eV
* gap between HOMO and LUMO: 8.48 eV
* ΔE to the lowest compared entry with this formula, charge and spin: 12.1 kcal per mole

CARTESIAN COORDINATES (ANGSTROEM)
F1 -0.24 -0.71 2.02
C1 -0.89 0.07 1.12
C2 -0.27 1.24 0.50
C3 -0.61 0.04 -0.39
C4 0.48 -0.73 -1.05
S1 0.46 -1.22 -2.61
S2 1.95 -0.92 -0.07
H1 -1.95 0.13 1.44
H2 0.77 1.33 0.65
H3 -0.79 2.20 0.46
H4 -1.51 0.08 -0.97
H5 2.62 -1.52 -1.10

***

19.
The following is a quantum chemistry calculation of a molecular structure, C4H5FeO3, from the OMol25 dataset.

Output
* charge: +3
* <S²>: 6.00
* LUMO energy (spin up / spin down): -15.85 / -17.00 eV
* gap between HOMO and LUMO (spin up / spin down): 7.51 / 6.36 eV
* ΔE to the lowest compared entry with this formula, charge and spin: 15.3 kcal per mole
* spin multiplicity: 5

CARTESIAN COORDINATES (ANGSTROEM)
O1 -1.36 2.23 -1.07
C1 -1.35 3.03 -2.09
C2 -1.05 4.40 -2.06
C3 -1.38 5.10 -3.19
H1 -1.77 2.57 -2.98
H2 -0.49 4.85 -1.25
H3 -2.00 4.65 -3.97
H4 -1.07 6.13 -3.32
O2 -0.32 1.15 0.47
C4 -0.76 2.32 0.46
O3 -0.28 3.35 0.83
Fe1 0.79 4.22 2.08
H5 -0.60 0.83 -0.64

***

20.
The following is a quantum chemistry calculation of a molecular structure, C4H5HgMgO2, from the OMol25 dataset.

Output
* charge: +2
* <S²>: 0.75
* LUMO energy (spin up / spin down): -10.03 / -10.92 eV
* gap between HOMO and LUMO (spin up / spin down): 6.56 / 6.93 eV
* spin multiplicity: 2

CARTESIAN COORDINATES (ANGSTROEM)
H1 0.60 -1.41 0.93
C1 -0.07 0.55 -2.28
C2 -0.40 0.94 -3.67
C3 0.43 -0.01 -4.53
C4 1.13 -0.97 -3.64
O1 0.78 -0.64 -2.39
O2 -0.22 1.05 -1.21
Hg1 0.31 0.68 1.28
Mg1 1.77 -1.71 -0.89
H2 -0.16 2.00 -3.81
H3 -1.48 0.83 -3.81
H4 1.23 0.49 -5.12
H5 -0.14 -0.59 -5.27